Record 1
{
  "formula": "C22H56FNO26P6S",
  "method": "the ωB97M-V functional and the def2-TZVPD basis",
  "energy_ev": -147738.280,
  "smiles": "CCO[C@]1(P(N)O)OC(=O)O[C@]1(S)CC(=O)F.COP(=O)(OC)OC.COP(=O)(OC)OC.COP(=O)(OC)OC.COP(=O)(OC)OC.COP(=O)(OC)OC",
  "lumo_ha": -0.02159,
  "species": ["S", "P", "P", "P", "P", "P", "P", "F", "O", "O", "O", "O", "O", "O", "O", "O", "O", "O", "O", "O", "O", "O", "O", "O", "O", "O", "O", "O", "O", "O", "O", "O", "O", "O", "N", "C", "C", "C", "C", "C", "C", "C", "C", "C", "C", "C", "C", "C", "C", "C", "C", "C", "C", "C", "C", "C", "C", "H", "H", "H", "H", "H", "H", "H", "H", "H", "H", "H", "H", "H", "H", "H", "H", "H", "H", "H", "H", "H", "H", "H", "H", "H", "H", "H", "H", "H", "H", "H", "H", "H", "H", "H", "H", "H", "H", "H", "H", "H", "H", "H", "H", "H", "H", "H", "H", "H", "H", "H", "H", "H", "H", "H", "H"],
  "positions_angstrom": [[-4.7321, -2.7698, 0.6308], [3.9679, -6.5244, -2.2754], [0.8573, -2.3187, 1.4029], [-7.1562, -3.1196, -1.8637], [4.1773, 0.1822, -4.0079], [-2.0923, 5.0443, 3.3793], [4.8262, 6.3377, 1.6085], [-3.9260, 0.0728, 2.0968], [3.9610, 0.2407, -2.4114], [5.0339, -5.6980, -3.1585], [-1.6785, 3.9101, 2.3110], [-0.3154, -3.3404, 0.9783], [3.9362, 5.4334, 2.4023], [6.2856, 6.5791, 2.2426], [0.0589, -0.9904, 1.8369], [-3.2708, 5.8790, 2.9861], [3.6492, -7.8150, -3.1825], [4.2562, 7.8300, 1.3917], [-7.1908, -4.6835, -1.0994], [5.4500, 1.1365, -4.2519], [-0.7267, 5.8650, 3.6069], [-9.7489, -3.4779, 1.6269], [-2.2703, 4.2217, 4.7544], [1.9159, -2.1070, 0.3662], [-6.9237, -0.5273, -1.3858], [4.8566, -7.1197, -1.0693], [1.3895, -2.9148, 2.8031], [5.1457, 5.8337, 0.1108], [-7.2447, -3.0540, 1.4645], [4.3061, -1.1969, -4.5752], [-8.6134, -1.8796, -0.0290], [2.9445, 1.0437, -4.5884], [2.7652, -5.7443, -1.8451], [-5.7667, 1.6387, 1.9125], [-5.5269, -3.0620, -2.6705], [-5.3859, 0.3472, 2.0061], [-6.4333, -1.9447, 0.8612], [-7.2498, -1.6882, -0.5452], [5.5379, 2.3536, -3.5395], [-0.0644, -4.1689, -0.1409], [0.4880, 5.1521, 3.7206], [1.9416, 0.3305, -5.2867], [4.9110, -4.2885, -3.1513], [-7.6438, 0.6875, -0.9791], [-0.7674, -1.0335, 2.9823], [5.5121, -6.1968, -0.2277], [1.9192, -4.2220, 2.7938], [-8.6868, -2.8648, 1.0986], [-3.5872, 4.0969, 5.2563], [-9.1427, 0.8574, -1.6382], [-2.5955, 2.8619, 2.0875], [-6.5414, -0.8137, 2.0689], [4.3161, 4.8118, -0.4083], [3.0878, 7.9732, 0.6147], [4.6772, -8.7554, -3.4178], [2.7618, -0.2955, -1.8977], [7.0968, 7.6099, 1.7172], [2.3499, 7.2066, 0.8711], [-9.8734, 1.0844, -0.7217], [-6.5055, -1.3699, 3.1095], [-7.7281, 0.8568, 0.1755], [1.0905, 5.6033, 4.5141], [-2.5284, 2.1372, 2.9026], [-1.0236, -2.0570, 3.2682], [-0.7635, -5.0090, -0.1221], [0.9547, -4.5667, -0.1159], [7.0650, 8.4631, 2.3971], [-7.6383, -0.3528, 1.9864], [-0.2171, -3.5984, -1.0604], [5.9033, 3.1332, -4.2140], [-9.5390, -0.1496, -2.1062], [5.8503, -3.8504, -3.4987], [-8.1718, -4.9626, -1.0437], [4.7080, -3.9159, -2.1426], [0.3270, 4.0976, 3.9596], [-4.2962, 3.8777, 4.4522], [-7.0038, 1.6056, -1.3951], [6.4115, -5.8240, -0.7239], [-1.6910, -0.4863, 2.7734], [-5.0712, -4.0003, -2.4762], [-3.8943, -1.8722, -0.0783], [-3.8753, 5.0216, 5.7625], [2.5167, -1.2449, -2.3841], [2.2831, 0.1189, -6.3030], [4.8535, -5.3598, 0.0247], [2.6557, 8.9585, 0.8073], [6.2505, 2.2314, -2.7219], [-9.2209, 1.7826, -2.3574], [4.5717, 2.6655, -3.1343], [2.8847, -0.4687, -0.8256], [-2.3370, 2.3620, 1.1506], [1.9482, 0.4185, -2.0473], [4.1060, -3.9876, -3.8264], [5.6691, -8.3410, -3.2195], [2.5060, -4.3703, 3.7038], [-5.7362, -3.0786, -3.7022], [3.2660, 4.9925, -0.1594], [8.1272, 7.2497, 1.6492], [-3.6183, 3.2447, 2.0143], [1.6953, -0.6052, -4.7756], [3.3426, 7.9024, -0.4456], [-3.6146, 3.2735, 5.9748], [1.1024, -4.9477, 2.7803], [4.6310, 3.8453, -0.0069], [2.5672, -4.3764, 1.9253], [1.0393, 0.9458, -5.3344], [4.5129, -9.6233, -2.7766], [4.6331, -9.0742, -4.4631], [6.7700, 7.9264, 0.7232], [1.0309, 5.2303, 2.7771], [5.8048, -6.7069, 0.6934], [4.4152, 4.7954, -1.4967], [-0.2474, -0.5464, 3.8091]]
}

---

Record 2
{
  "formula": "C5H9N3",
  "method": "the ωB97M-V functional and the def2-TZVPD basis",
  "de_lowest_kj_mol": 268.7,
  "energy_ev": -9798.682,
  "smiles": "C[C@@H]1N[C@@H]2C=NN[C@H]12",
  "lumo_ha": 0.03415,
  "species": ["N", "N", "N", "C", "C", "C", "C", "C", "H", "H", "H", "H", "H", "H", "H", "H", "H"],
  "positions_angstrom": [[-0.6569, -1.3121, 1.7426], [-0.8024, -0.1911, -1.0966], [0.2641, -0.2823, 1.5801], [-0.1587, 2.0788, -0.1332], [-0.7922, -2.0112, 0.6860], [0.9049, -0.2837, 0.2664], [-0.0635, -1.3301, -0.4871], [0.2327, 0.7534, -0.7433], [-1.3170, -2.9571, 0.5592], [-0.2782, 2.7857, -0.9772], [1.9794, -0.2996, 0.2747], [0.5765, 2.5877, 0.5154], [0.8115, -0.2398, 2.3796], [-0.8140, -0.2068, -2.1004], [0.2961, -1.9835, -1.2894], [0.9481, 0.8468, -1.5632], [-1.1305, 2.0449, 0.3865]]
}

---

Record 3
{
  "formula": "C17H19N3O2S",
  "method": "the ωB97M-V functional and the def2-TZVPD basis",
  "de_lowest_kj_mol": 1483.6,
  "energy_ev": -37324.383,
  "lumo_ha": 0.01968,
  "species": ["S", "O", "O", "N", "N", "N", "C", "C", "C", "C", "C", "C", "C", "C", "C", "C", "C", "C", "C", "C", "C", "C", "C", "H", "H", "H", "H", "H", "H", "H", "H", "H", "H", "H", "H", "H", "H", "H", "H", "H", "H", "H"],
  "positions_angstrom": [[5.2738, -0.0982, -0.2858], [-3.0469, 0.7288, -0.5089], [-0.4145, -3.1814, -1.3549], [1.9118, -3.1620, 0.5328], [2.7480, 0.8925, -0.2044], [3.0350, -3.6302, 0.8991], [2.7846, 3.1802, -0.8929], [3.5210, -0.0848, -0.0746], [-1.2666, 1.8813, 1.0244], [-4.9828, -0.9806, -0.2483], [0.3504, -1.4271, 0.1962], [0.1491, -0.0259, 0.4575], [-1.9860, -0.0810, -0.3742], [-1.0913, 0.6149, 0.3095], [-4.1428, 0.0513, -1.1736], [-1.7578, -1.4640, -1.0697], [4.9802, 1.7376, -0.7131], [2.9178, -1.3995, 0.3779], [1.6792, -2.0078, 0.3497], [3.7697, -2.6321, 0.4599], [3.5491, 2.1004, -0.9436], [-2.1543, 1.9722, 2.3525], [-0.6100, -1.9972, -0.6879], [-0.4266, 2.3915, 1.3649], [5.7214, 2.5688, -0.9530], [-5.5202, -0.4577, 0.8325], [-5.8103, -1.4324, -0.7258], [1.0211, -4.0261, 0.7697], [2.1058, 3.0060, -1.6584], [-3.0327, 1.3892, 2.1710], [-4.9622, 0.9246, -1.1124], [-2.3795, 2.8413, 2.6851], [-1.8901, 2.5262, 0.2115], [-3.9889, -0.3212, -2.1101], [3.5381, 3.9185, -1.5228], [2.4182, 3.7252, -0.1495], [4.9149, -2.6483, 0.6397], [0.5963, -3.1497, -1.3260], [-4.4960, -1.6854, 0.0091], [-1.5229, 0.9734, 2.9276], [-2.4792, -1.8003, -1.6954], [0.9763, 0.2691, 1.2147]]
}

---

Record 4
{
  "formula": "C3H8IN2O",
  "method": "the ωB97M-V functional and the def2-TZVPD basis",
  "total_charge": 1,
  "de_lowest_kj_mol": 430.7,
  "energy_ev": -16357.722,
  "smiles": "CON(C)C(=[NH2+])I",
  "lumo_ha": -0.16328,
  "species": ["I", "O", "N", "N", "C", "C", "C", "H", "H", "H", "H", "H", "H", "H", "H"],
  "positions_angstrom": [[-1.0552, -2.9158, 0.1686], [-1.3960, 0.1734, -0.2496], [1.9239, -1.6129, -0.3791], [-0.1048, -0.1243, -0.3172], [0.2506, -1.3397, -0.0856], [0.8522, 0.8721, -0.6628], [-1.9754, 1.0536, 0.7727], [-3.0618, 1.0448, 0.8185], [1.1967, 1.2537, 0.1974], [-1.5601, 2.0946, 0.7573], [1.6248, 0.6106, -1.5017], [2.1974, -2.5465, -0.2048], [2.3317, -0.8425, 0.1444], [0.3020, 1.5732, -1.1172], [-1.5260, 0.7058, 1.6590]]
}

---

Record 5
{
  "formula": "C27H29N9O4OsS",
  "method": "the ωB97M-V functional and the def2-TZVPD basis",
  "total_charge": 2,
  "s_squared": 6.028,
  "de_lowest_kj_mol": 0.0,
  "spin_multiplicity": 5,
  "energy_ev": -63360.686,
  "lumo_ha": [-0.21919, -0.30824],
  "species": ["Os", "S", "O", "O", "O", "O", "N", "N", "N", "N", "N", "N", "N", "N", "N", "C", "C", "C", "C", "C", "C", "C", "C", "C", "C", "C", "C", "C", "C", "C", "C", "C", "C", "C", "C", "C", "C", "C", "C", "C", "C", "C", "H", "H", "H", "H", "H", "H", "H", "H", "H", "H", "H", "H", "H", "H", "H", "H", "H", "H", "H", "H", "H", "H", "H", "H", "H", "H", "H", "H", "H"],
  "positions_angstrom": [[-0.6761, -0.1155, -0.8809], [-0.8680, -0.1576, -3.2008], [2.7232, -0.7254, 1.8496], [-4.6664, -0.3438, 4.7059], [0.8243, -0.0673, 0.9026], [-3.4092, 1.5062, 5.1771], [-3.0903, 0.1682, -1.8923], [-1.1491, -2.0955, -0.4202], [-1.7450, 0.0960, 0.8329], [-3.3000, 0.1657, -4.2566], [4.9482, 0.3932, 3.8292], [5.3918, -0.2915, 1.6974], [1.6640, -0.6038, -1.5452], [6.9767, 0.9403, 2.8567], [-0.6236, 1.9500, -0.5991], [-0.8295, -3.1781, -1.1569], [-2.2025, -1.0054, 1.4487], [2.3890, -1.2793, -0.4480], [-3.8146, 0.5324, 4.5371], [4.6527, -0.0174, -0.5925], [-4.4134, 0.3477, -1.7706], [-0.7266, 4.6399, -0.0100], [-2.2696, -3.5033, 1.1449], [-1.8944, 1.3259, 1.3470], [5.8670, -0.0548, 0.3366], [-5.2199, 0.4419, -2.8821], [-3.0731, 0.3713, 3.1937], [-1.8756, -2.2448, 0.7250], [-1.9247, -4.6118, 0.3922], [1.9685, -0.6272, 0.8833], [-2.5469, 1.4907, 2.5476], [-1.2757, 2.3753, 0.5203], [-5.4245, 0.4369, -5.4004], [3.9004, -1.3665, -0.6430], [-2.6258, 0.0892, -3.1337], [-2.9019, -0.8920, 2.6285], [5.7819, 0.3459, 2.7895], [-1.3360, 3.7226, 0.8274], [-0.0427, 2.8486, -1.4169], [-4.6246, 0.3463, -4.1471], [-1.1928, -4.4477, -0.7796], [-0.0672, 4.1961, -1.1511], [4.2711, -2.0475, 0.1251], [-0.7719, 5.6958, 0.2205], [-2.8445, -3.6094, 2.0533], [-4.8113, 0.4157, -0.7647], [7.2499, 1.4533, 3.6774], [-1.8593, 4.0466, 1.7154], [4.1084, -1.8645, -1.5923], [7.7008, 0.6990, 2.2024], [-3.3436, -1.7363, 3.1433], [-2.2305, -5.5987, 0.7127], [6.5521, -0.8458, 0.0226], [-0.9168, -5.2890, -1.3983], [2.1153, 0.2803, -1.7721], [5.2583, 0.6733, 4.7432], [-6.2860, 0.5872, -2.7801], [-6.0055, 1.3598, -5.4133], [4.4490, -0.6948, 1.7588], [-6.1336, -0.3913, -5.4514], [1.9923, -2.2990, -0.4009], [3.9964, 0.7856, -0.2400], [3.9920, 0.0872, 3.7110], [-2.6503, 2.4473, 3.0447], [4.9915, 0.2606, -1.5908], [-4.7731, 0.4037, -6.2685], [1.7123, -1.1616, -2.3944], [-0.2850, -2.9906, -2.0717], [0.4099, 4.8837, -1.8338], [6.4046, 0.8936, 0.3016], [0.4294, 2.4542, -2.3057]]
}

---

Record 6
{
  "formula": "C7H9N",
  "method": "the ωB97M-V functional and the def2-TZVPD basis",
  "de_lowest_kj_mol": 192.6,
  "energy_ev": -8893.160,
  "smiles": "C=CCc1cc[nH]c1",
  "lumo_ha": 0.03875,
  "species": ["N", "C", "C", "C", "C", "C", "C", "C", "H", "H", "H", "H", "H", "H", "H", "H", "H"],
  "positions_angstrom": [[-2.0579, -0.8646, -0.3986], [1.0623, 0.9266, -0.5861], [-2.3339, 0.1238, 0.5812], [-0.8476, -0.6004, -0.9532], [2.1397, 0.0470, -0.0951], [-0.3575, 0.5296, -0.3803], [1.9717, -0.8158, 0.8636], [-1.4160, 1.0921, 0.4512], [-1.6838, 2.0855, 0.9608], [1.2886, 1.8796, -0.0521], [-3.2843, 0.1150, 1.0944], [0.9690, -0.9789, 1.2886], [-0.2904, -1.4253, -1.4546], [-2.2143, -1.8323, -0.1721], [2.7555, -1.4978, 1.1722], [1.2725, 1.1873, -1.6562], [3.0264, 0.0284, -0.6637]]
}